# C6H15ClN5P

2 unconnected molecules or ions with the total composition C6H15ClN5P (ωB97M-V/def2-TZVPD, OMol25).

Summary:
- Strongest force on any atom: 1.75 eV Å⁻¹
- HOMO level: -16.90 eV
- E: -35712.211 eV
- Total charge: +2
- Lowest unoccupied orbital energy: -0.281 hartree

CARTESIAN COORDINATES (ANGSTROEM)
C -0.285444 2.107784 0.135022
C 1.007893 0.077777 0.605138
C -4.270882 -0.777516 -1.444776
C 2.403383 -1.805842 1.271093
C 3.413572 0.260863 0.409095
C -2.932442 -1.330699 -1.346853
N -1.454451 1.565895 0.250096
N 0.908629 1.384316 0.235022
N -0.129914 -0.624859 0.801803
N -0.167028 3.406941 -0.074368
N 2.199331 -0.460985 0.760849
P -1.748318 -0.018818 0.476538
Cl -2.684631 -0.169974 2.189651
H -4.767244 -1.358190 -2.239091
H -4.867928 -0.921717 -0.547134
H -4.296028 0.260821 -1.769141
H 2.538987 -2.513240 0.449336
H 3.306847 -1.813555 1.881092
H 1.586466 -2.139229 1.910347
H 4.235602 -0.449627 0.361531
H 3.331700 0.724176 -0.574010
H 3.667278 1.010488 1.161738
H -2.225007 -1.106540 -2.131128
H -2.814887 -2.286601 -0.855359
H 1.771566 1.907075 0.146047
H -0.022718 -1.604608 1.039165
H -1.009034 3.961879 -0.151518
H 0.715596 3.891723 -0.133009

Forces on the atoms, in the same order (eV/Å):
-0.3 -0.2 0.1
0.0 -0.2 0.1
-0.5 0.4 0.1
0.0 -0.7 0.1
0.5 0.4 -0.1
0.9 0.8 1.3
-0.3 -0.9 -0.2
0.3 0.3 -0.1
-0.4 -0.1 -0.2
0.2 0.3 -0.1
-0.5 0.3 0.0
0.4 0.0 -1.5
-0.4 -0.2 0.5
0.1 -0.1 0.0
0.0 0.0 0.0
0.0 0.0 0.0
0.0 0.0 0.0
-0.1 0.1 0.0
0.1 0.1 0.0
-0.1 0.0 0.0
0.0 0.0 0.0
0.0 0.0 0.0
0.2 0.0 0.0
0.1 -0.1 0.0
-0.1 -0.2 0.0
0.0 0.1 -0.1
0.0 -0.1 0.0
-0.1 0.0 0.0

=====

# C6H15CsN

A molecular structure, C6H15CsN (ωB97M-V/def2-TZVPD, OMol25).

Summary:
- Strongest force on any atom: 1.44 eV Å⁻¹
- HOMO level: -11.67 eV
- E: -8497.884 eV
- Total charge: +1
- Lowest unoccupied orbital energy: -0.133 hartree

CARTESIAN COORDINATES (ANGSTROEM)
Cs -21.472323 -2.675863 -5.192342
C -15.796625 -3.436476 -5.677047
C -17.264373 -3.035236 -5.684896
N -18.167396 -3.944384 -4.979567
C -18.437144 -5.173827 -5.707025
C -19.651742 -5.945160 -5.231836
C -17.952981 -4.074478 -3.549856
C -17.836979 -2.742331 -2.822371
H -15.210513 -2.624108 -6.124331
H -15.565783 -4.271339 -6.339336
H -15.413220 -3.567490 -4.667724
H -17.345972 -2.067710 -5.182049
H -17.635992 -2.863142 -6.696792
H -18.592870 -4.909124 -6.757488
H -17.576185 -5.862107 -5.692116
H -19.805660 -6.892584 -5.744004
H -19.517480 -6.252262 -4.189008
H -20.586669 -5.377380 -5.223228
H -17.094449 -4.723379 -3.308294
H -18.818757 -4.585931 -3.119660
H -18.616957 -2.050860 -3.154989
H -16.873182 -2.249749 -2.950989
H -17.946811 -2.908936 -1.751082

Forces on the atoms, in the same order (eV/Å):
0.2 0.0 0.0
0.4 0.6 -0.8
0.2 0.2 0.7
-1.2 0.6 -0.5
0.2 -0.3 -0.4
0.0 -0.3 1.2
0.1 -0.3 0.3
0.2 0.0 0.1
-0.1 0.1 0.2
-0.2 -0.4 0.4
0.0 -0.3 0.0
0.0 0.0 -0.1
0.0 -0.3 -0.1
0.1 0.1 0.0
0.0 0.0 0.0
0.0 0.2 -0.4
0.0 0.0 0.0
0.0 0.0 -0.3
0.0 0.1 -0.1
0.0 -0.1 -0.1
0.0 0.0 0.1
0.0 0.0 -0.2
-0.1 0.0 0.0

=====

# C6H15CsNO2

A molecular structure, C6H15CsNO2 (ωB97M-V/def2-TZVPD, OMol25).

Summary:
- Strongest force on any atom: 2.90 eV Å⁻¹
- HOMO level: -12.45 eV
- E: -12591.347 eV
- Total charge: +1
- Lowest unoccupied orbital energy: -0.120 hartree

CARTESIAN COORDINATES (ANGSTROEM)
Cs 14.185770 23.878050 9.470270
C 15.693360 26.430990 7.033340
O 14.499510 25.881900 7.531250
C 13.355840 26.098330 6.672200
C 12.533840 27.170320 7.434770
N 12.073080 26.678330 8.777490
C 10.661280 27.234150 8.987460
C 10.372790 27.521250 10.506920
O 11.503170 28.263090 11.069330
C 11.198810 28.856590 12.295300
H 16.010000 26.056800 6.059780
H 16.489940 26.375610 7.775290
H 15.531640 27.484150 6.803560
H 12.684300 25.239790 6.678440
H 13.444440 26.370290 5.620390
H 11.654180 27.400760 6.833780
H 13.081120 28.104960 7.312120
H 12.682980 27.043280 9.495080
H 9.981290 26.450520 8.653350
H 10.472700 28.103390 8.357420
H 10.191120 26.647630 11.132940
H 9.510730 28.180620 10.607810
H 10.650180 28.132400 12.897510
H 10.620040 29.779440 12.333810
H 12.201090 29.058930 12.672930

Forces on the atoms, in the same order (eV/Å):
-0.2 0.0 0.1
0.3 1.3 -0.7
-0.1 -0.9 -1.2
-1.9 0.9 2.0
-0.2 -0.8 -1.1
-0.7 1.2 -1.3
0.8 -1.0 1.6
1.2 1.3 -0.6
-1.1 -0.7 -1.8
0.7 -0.4 0.8
0.0 -0.8 0.1
-0.1 -0.3 0.0
0.0 0.4 0.3
0.5 -0.6 0.1
1.1 0.1 0.1
-0.2 -0.4 0.0
0.3 0.3 1.1
-0.1 0.4 0.1
-0.2 0.0 0.0
0.2 0.2 0.4
0.1 -0.3 -0.2
-0.3 -0.2 -0.3
0.2 0.0 0.5
-0.1 0.2 -0.8
-0.3 0.1 0.7

=====

# C6H15F2N4O

2 unconnected molecules or ions with the total composition C6H15F2N4O (ωB97M-V/def2-TZVPD, OMol25).

Summary:
- Strongest force on any atom: 4.27 eV Å⁻¹
- HOMO level (spin up / spin down): -11.75 / -11.80 eV
- E: -19897.161 eV
- Total charge: +1
- Lowest unoccupied orbital energy (spin up / spin down): -0.133 / -0.117 hartree

CARTESIAN COORDINATES (ANGSTROEM)
C 0.006187 -0.061667 -0.534728
C -1.099714 -1.016735 1.470341
C -1.721310 1.236353 0.965466
C -2.538819 -0.508604 -0.613157
C 3.087281 -0.559468 0.475640
C -1.273101 -0.040591 0.239444
N 0.222698 -0.991625 -1.443359
N 2.777533 1.923307 -1.075477
N 2.114540 0.744997 -1.041659
N 0.939119 0.850491 -0.311817
O -2.224725 -1.734986 -1.139992
F 2.182493 -0.491490 1.506680
F 3.200982 -1.698194 -0.111579
H -0.778187 -1.935776 1.150886
H -2.030460 -0.857006 2.152077
H -0.303506 -0.664148 1.995316
H -2.757816 1.414170 1.054022
H -1.249735 1.307571 1.938272
H -1.225142 1.997653 0.382956
H -2.654296 0.173562 -1.391940
H -3.500939 -0.466382 -0.053462
H 3.989537 0.072771 0.884276
H -0.487068 -1.611582 -1.779809
H 1.076037 -0.967377 -1.984658
H 3.752826 1.931487 -1.250211
H 2.582208 2.675409 -0.370794
H 0.920036 1.353255 0.575641
H -3.006653 -2.075401 -1.688362

Forces on the atoms, in the same order (eV/Å):
-0.7 -0.2 -0.7
-3.2 1.9 -0.7
3.1 0.8 -1.2
1.2 0.8 1.6
-0.1 4.2 0.6
-3.1 -1.6 2.1
1.0 0.6 -0.2
-1.2 2.6 1.1
1.4 -2.0 2.3
0.1 0.6 -0.5
-2.2 -2.8 -1.7
0.5 -1.0 -1.1
0.1 -0.6 0.5
-0.2 -2.8 -0.5
1.6 -1.1 -1.4
2.3 1.3 1.8
-1.1 -0.1 -0.2
-0.1 -0.1 0.3
-0.6 1.2 -0.1
-0.2 1.6 -1.5
0.9 -0.3 0.3
-1.1 -1.7 -1.4
-0.8 -0.1 0.4
0.2 0.2 0.2
0.7 -0.8 -0.6
-0.1 -1.3 -0.6
0.0 0.1 -0.3
1.7 0.6 1.2

=====

# C6H15FO3P

2 unconnected molecules or ions with the total composition C6H15FO3P (ωB97M-V/def2-TZVPD, OMol25).

Summary:
- Strongest force on any atom: 4.12 eV Å⁻¹
- HOMO level (spin up / spin down): -15.44 / -15.25 eV
- E: -24604.970 eV
- Total charge: +1
- Lowest unoccupied orbital energy (spin up / spin down): -0.245 / -0.240 hartree

CARTESIAN COORDINATES (ANGSTROEM)
C 0.616605 2.581181 -2.282680
C 2.094720 1.893095 -0.385252
C -0.893640 -3.385193 0.508339
C -0.892720 -1.980107 2.516857
C 1.484083 1.453948 -1.706107
C -1.176167 -1.991742 1.035552
O -0.940081 2.210735 0.749410
O 0.701544 0.281504 -1.414594
O -0.147723 -1.113660 0.390824
F -1.741076 -0.030499 -1.166330
P -0.411874 0.133266 -0.367202
H 1.127161 3.511674 -2.536523
H 0.044367 2.426026 -3.158949
H -0.092303 3.011699 -1.513703
H 2.235946 3.054217 -0.348585
H 2.987820 1.344730 -0.197931
H 1.284940 1.677175 0.379943
H -0.039467 -3.880693 0.937024
H -1.828034 -3.889479 0.397450
H -0.611044 -3.211620 -0.461879
H -1.507497 -2.792788 2.780589
H -1.272152 -1.016851 2.833310
H 0.152884 -2.199022 2.817488
H 2.201471 1.131729 -2.393926
H -2.232089 -1.467028 0.865638
H -1.145674 2.247704 1.721237

Forces on the atoms, in the same order (eV/Å):
-0.7 1.3 1.5
-1.3 2.0 0.4
-1.0 1.4 -0.1
0.3 1.2 -1.0
-0.8 3.1 0.6
-0.7 0.0 1.3
0.6 -2.6 -1.5
-1.1 -0.6 0.5
0.3 -0.5 0.8
0.9 0.4 0.9
-1.7 3.7 -0.8
0.9 -0.4 0.1
-0.6 -1.0 -0.9
0.5 -0.9 -0.4
0.1 -2.3 -0.1
0.7 -0.2 0.5
1.3 0.5 -0.4
-0.2 -0.3 0.8
-0.4 -1.0 0.5
0.7 0.0 -2.8
-0.9 -0.8 1.4
0.2 0.0 1.1
-0.7 0.3 -0.4
1.0 -0.7 -1.1
2.2 -1.6 -0.1
0.3 -1.0 -0.9

=====

# C6H15FeN2O3

A molecular structure, C6H15FeN2O3 (ωB97M-V/def2-TZVPD, OMol25).

Summary:
- Strongest force on any atom: 1.28 eV Å⁻¹
- <S²>: 20.0178
- HOMO level (spin up / spin down): -10.82 / -11.72 eV
- E: -49960.682 eV
- 2S+1: 9
- Total charge: +1
- Lowest unoccupied orbital energy (spin up / spin down): -0.111 / -0.274 hartree

CARTESIAN COORDINATES (ANGSTROEM)
Fe -1.269083 -2.421829 -0.940992
O -0.616694 -1.106359 0.057327
H -0.605492 -0.388092 0.694464
C -1.887384 0.367668 4.169055
O -2.968159 -0.126940 4.315541
N -1.573430 1.296102 3.220684
C -0.253980 1.807450 3.091697
C -2.525048 1.687461 2.201920
H -1.030699 0.140862 4.823633
H 0.047389 1.818923 2.032700
H 0.481848 1.210470 3.623298
H -0.204837 2.848528 3.426491
H -2.180090 1.328734 1.231096
H -3.517150 1.361306 2.498443
H -2.608042 2.781632 2.185399
C 1.420332 -2.567973 -2.585326
O 0.443931 -2.901107 -1.762419
N 1.605455 -1.155688 -3.126278
C 2.827397 -0.904512 -3.842843
C 0.855886 -0.053125 -2.658566
H 2.179942 -3.259777 -2.880319
H 3.473053 -1.776787 -3.795270
H 3.388112 -0.103858 -3.350010
H 2.547347 -0.670380 -4.876011
H 0.652862 0.624382 -3.505773
H -0.124425 -0.363080 -2.313438
H 1.440949 0.525984 -1.934515

Forces on the atoms, in the same order (eV/Å):
0.9 0.3 0.3
-0.2 -0.4 -0.5
-0.2 0.0 0.2
0.6 0.5 -0.1
-0.8 -0.5 0.0
-0.4 -0.7 -0.1
0.6 0.7 -0.4
-0.1 0.8 0.8
0.1 0.0 0.0
0.0 -0.1 0.1
-0.1 0.0 0.2
0.2 -0.1 0.1
-0.4 0.0 -0.2
0.1 -0.5 -0.3
0.3 -0.1 -0.2
-0.8 -0.5 0.3
0.1 1.1 -0.7
0.3 -0.5 0.6
0.1 -0.4 0.4
-0.7 0.5 -0.9
0.3 -0.1 0.0
-0.2 -0.2 -0.3
-0.3 0.3 -0.3
0.3 0.2 0.0
0.3 -0.1 0.1
0.2 0.0 0.5
-0.2 -0.1 0.2

=====

# C6H15IN6O

2 unconnected molecules or ions with the total composition C6H15IN6O (ωB97M-V/def2-TZVPD, OMol25).

Summary:
- Strongest force on any atom: 3.60 eV Å⁻¹
- <S²>: 2.0103
- HOMO level (spin up / spin down): -12.93 / -15.67 eV
- E: -25534.027 eV
- 2S+1: 3
- Total charge: +2
- Lowest unoccupied orbital energy (spin up / spin down): -0.284 / -0.328 hartree

CARTESIAN COORDINATES (ANGSTROEM)
C 1.104863 3.822641 0.133129
C 1.454112 1.311780 0.324063
C 0.414375 -0.522031 1.489587
C 2.889752 1.384768 -0.187704
C -2.161979 -0.458998 -2.616068
C -0.292242 -2.421226 -0.014716
N 0.490731 -0.273454 2.833623
N -1.043702 -3.414148 -0.289919
N 0.689574 2.443298 0.490694
N -2.411864 -0.842213 -1.236087
N 1.043161 0.066125 0.561985
N -0.312898 -1.762457 1.159674
O 0.358238 4.734535 0.233172
I -2.701510 0.668926 0.280197
H 2.189619 3.838335 -0.101259
H 3.588881 0.876727 0.524444
H 3.194761 2.500356 -0.303940
H 2.977271 0.897050 -1.112869
H -2.418060 -1.292219 -3.244943
H -2.760602 0.442141 -2.972364
H -1.001251 -0.485826 -2.765575
H 0.327846 -2.007230 -0.709466
H 1.188436 0.420199 3.112219
H 0.091777 -0.906027 3.507403
H -0.831523 -4.011264 -1.123222
H -1.620493 -3.801677 0.523302
H -0.183387 2.404807 0.928290
H -3.333666 -1.331297 -1.281984
H -0.930224 -2.281616 1.858331

Forces on the atoms, in the same order (eV/Å):
0.6 -0.1 0.5
0.2 1.2 0.3
-0.6 -2.0 2.1
0.1 2.9 1.6
2.4 -0.5 -0.6
-0.4 1.9 2.2
0.2 0.2 -2.3
-0.8 -2.5 1.1
3.1 -1.5 -1.1
-2.1 -1.2 -2.5
-0.5 1.1 -0.6
-0.9 -1.2 0.9
0.3 -0.8 -0.1
0.0 1.9 2.2
-0.8 0.5 -0.2
-0.8 0.5 -0.4
-0.1 -2.4 0.1
0.0 -0.6 -1.4
-0.6 -0.3 -0.5
1.2 -0.8 0.6
-2.0 1.2 0.1
1.7 0.8 -2.1
-0.6 -0.4 0.2
0.1 0.1 0.2
-0.6 0.7 1.1
0.8 0.2 -2.0
-2.0 -0.4 0.6
0.9 -0.1 0.6
1.3 1.7 -0.6

=====

# C6H15INO2

2 unconnected molecules or ions with the total composition C6H15INO2 (ωB97M-V/def2-TZVPD, OMol25).

Summary:
- Strongest force on any atom: 3.23 eV Å⁻¹
- <S²>: 0.7505
- HOMO level (spin up / spin down): 3.11 / -1.77 eV
- E: -20147.602 eV
- 2S+1: 2
- Total charge: -2
- Lowest unoccupied orbital energy (spin up / spin down): 0.199 / 0.199 hartree

CARTESIAN COORDINATES (ANGSTROEM)
I 0.729392 4.448512 -3.128505
C 0.212752 -0.287368 2.929415
O 0.225802 0.618242 1.821645
C -1.063958 0.753642 1.171045
C -1.176938 1.627042 -0.133775
N -0.089878 1.585562 -1.200965
C -0.036118 0.329862 -2.010715
C 0.198612 -0.993938 -1.411775
O 1.238132 -1.034698 -0.508455
C 1.451122 -2.335678 0.023695
H -0.534318 -0.015428 3.675085
H 1.188962 -0.348738 3.410395
H 0.008942 -1.317058 2.635635
H -1.713258 1.210952 1.917625
H -1.410588 -0.247328 0.914115
H -1.277968 2.618582 0.307515
H -2.113748 1.479282 -0.671025
H -0.025778 2.324342 -1.886675
H 0.812532 0.471742 -2.679865
H -0.889038 0.304742 -2.688955
H 0.475192 -1.718048 -2.178105
H -0.754388 -1.413338 -1.089305
H 0.558612 -2.680148 0.546075
H 2.066542 -2.364078 0.922885
H 1.919372 -3.016668 -0.687005

Forces on the atoms, in the same order (eV/Å):
0.0 0.3 -0.3
-0.3 0.1 -0.6
-0.4 0.3 -0.4
0.9 -1.0 -0.4
1.8 0.8 -0.7
-0.3 -2.6 1.9
0.8 2.5 -0.6
-0.6 -1.5 -0.1
0.8 -0.1 1.3
-0.2 0.5 0.9
-0.2 0.1 0.2
0.2 0.5 -0.2
-0.3 -0.2 -0.3
-0.5 -0.1 -0.1
-0.2 -0.3 0.3
0.5 0.5 -0.7
-0.6 -0.6 0.5
-0.4 0.7 0.6
0.2 0.5 -0.1
-0.5 -0.5 -0.1
-0.1 0.0 -0.9
-0.2 -0.1 1.1
-0.7 -0.6 -0.8
0.8 0.9 -0.2
-0.4 -0.3 -0.3

=====

# C6H15INO2

2 unconnected molecules or ions with the total composition C6H15INO2 (ωB97M-V/def2-TZVPD, OMol25).

Summary:
- Strongest force on any atom: 5.06 eV Å⁻¹
- HOMO level: -13.55 eV
- E: -20141.955 eV
- Total charge: +1
- Lowest unoccupied orbital energy: -0.124 hartree

CARTESIAN COORDINATES (ANGSTROEM)
C 2.332723 -2.721705 -0.041739
C -1.998867 2.697356 -0.605621
C 1.357106 -1.847096 0.685399
C -2.105919 1.618480 0.450893
C -0.044168 -1.475657 -0.092542
C -0.792217 -0.273689 0.616418
N -1.295124 -2.128099 0.098190
O 0.572307 2.123546 0.907056
O -1.374227 0.527565 -0.079059
I -0.810763 -0.300324 2.725997
H 3.309215 -3.011687 0.429588
H 1.833946 -3.622005 -0.181267
H 2.522317 -2.376019 -1.024903
H -1.049475 2.943912 -0.910877
H -2.626711 2.485542 -1.492593
H -2.299980 3.598632 -0.153369
H 1.045361 -2.252089 1.631529
H 1.730075 -0.838528 0.827943
H -3.127422 1.405097 0.562668
H -1.763554 1.866571 1.516257
H 0.177281 -1.165025 -1.226665
H -1.228019 -2.902168 0.764230
H 0.241468 2.975361 0.688349
H -1.690346 -2.410208 -0.774759
H 1.426334 2.297355 1.307292

Forces on the atoms, in the same order (eV/Å):
0.7 -0.2 0.5
-1.9 -0.6 0.3
-2.0 1.2 -0.9
0.4 2.3 0.9
2.3 3.2 -0.5
3.4 -3.6 1.2
0.0 -2.1 0.5
0.7 -1.0 0.3
-1.2 1.2 -1.5
-0.2 0.0 -0.2
-1.0 0.8 0.0
-0.8 -2.1 -0.4
0.4 0.6 -0.9
2.5 -0.1 -0.9
0.3 0.1 0.6
-1.1 1.2 0.5
0.2 -0.2 0.5
0.3 0.1 0.4
-1.4 -1.1 0.0
0.0 -0.1 -1.9
-0.6 -0.8 2.5
-0.3 0.2 -0.3
-0.4 1.2 -0.3
-0.6 -0.4 -0.3
0.2 0.0 0.1

=====

# C6H15LiN3

A molecular structure, C6H15LiN3 (ωB97M-V/def2-TZVPD, OMol25).

Summary:
- Strongest force on any atom: 7.00 eV Å⁻¹
- HOMO level: -13.18 eV
- E: -11128.870 eV
- Total charge: +1
- Lowest unoccupied orbital energy: -0.110 hartree

CARTESIAN COORDINATES (ANGSTROEM)
Li 0.833615 0.142384 -0.192003
N -0.313223 -1.759734 -0.129327
C 0.357938 -2.959201 0.235541
C 1.958886 -2.970938 -0.086118
C 3.165704 -2.141326 0.391893
N 2.679949 -0.657175 -0.064384
H -1.433120 -1.690933 0.074955
H -0.008959 -1.516782 -1.534113
H -0.114465 -3.960864 -0.272748
H 0.166317 -2.841805 1.417799
H 1.917163 -2.961054 -1.383314
H 2.318560 -3.922081 -0.112340
H 4.201574 -2.238756 -0.282452
H 3.491854 -2.340805 1.362916
H 3.142574 -1.153666 -0.939085
H 3.073807 0.407134 0.180426
C -3.779849 3.708367 0.167358
C -2.352804 4.068328 0.124015
C -1.519838 2.846846 -0.154673
N -0.865339 1.886623 -0.272817
H -4.220723 3.535838 1.383038
H -4.340892 2.824749 -0.217841
H -4.529214 4.372861 -0.024461
H -1.816753 4.503419 0.971905
H -2.012764 4.818574 -0.644168

Forces on the atoms, in the same order (eV/Å):
-0.8 -0.4 0.2
-1.3 3.2 -4.8
0.6 -1.5 2.2
-1.6 1.3 -4.6
0.4 2.0 -2.4
1.8 0.3 -1.3
3.7 -0.7 -1.2
-1.7 -1.1 4.7
1.3 2.3 1.6
0.6 -1.4 -2.3
0.1 0.7 3.3
0.5 -3.3 0.8
-2.8 -0.7 1.8
0.0 0.2 1.9
-1.6 3.9 0.7
0.2 -4.3 -0.5
-3.5 -2.6 5.5
2.9 -0.4 -1.8
1.1 -1.5 0.1
-0.9 1.7 0.2
1.9 0.4 -3.0
2.0 -0.1 -0.5
-1.1 3.0 -1.1
-0.9 -0.1 0.7
-0.9 -0.8 0.1